(1)
{
  "formula": "C4H8O",
  "method": "ωB97M-V/def2-TZVPD",
  "species": ["H", "H", "H", "C", "H", "H", "C", "H", "H", "O", "C", "H", "C"],
  "coordinates": [[0.755, 2.115, -0.419], [1.037, -0.709, 1.249], [2.047, -0.514, -0.127], [-0.035, 1.406, 0.057], [1.031, -2.013, -0.053], [-1.046, 1.929, -0.091], [-1.333, -0.746, -0.079], [-1.248, -1.982, 0.040], [0.077, 0.051, -1.543], [-2.410, -0.135, 0.077], [-0.017, -0.009, -0.471], [0.075, 1.484, 1.242], [1.069, -0.877, 0.117]],
  "forces_ev_per_a": [[-1.178, -1.465, 0.831], [-0.083, -0.525, -1.268], [0.633, 0.044, -0.481], [-0.252, 2.847, 1.798], [-0.192, 1.784, -0.065], [1.399, -0.982, -0.162], [-2.763, 0.406, -0.245], [-0.313, 2.900, -0.215], [-0.251, -0.301, -0.613], [3.262, -2.372, -0.262], [-0.930, -1.067, 0.984], [0.096, -0.444, -2.452], [0.573, -0.825, 2.150]],
  "max_force_ev_per_a": 4.04,
  "relative_energy_kj_mol": 113.5,
  "orbital_gap_ev": 10.7,
  "smiles": "CC(C)C=O"
}

(2)
{
  "formula": "C4H8O",
  "method": "ωB97M-V/def2-TZVPD",
  "species": ["H", "H", "H", "C", "C", "H", "H", "H", "O", "H", "C", "H", "C"],
  "coordinates": [[0.237, -2.409, 0.918], [0.094, 2.453, 0.361], [-0.470, -0.959, 1.670], [0.347, -0.487, -0.108], [-0.366, -1.516, 0.738], [1.140, -0.899, -0.758], [-1.493, 0.635, -0.493], [-0.393, 0.681, -1.918], [0.880, 0.515, 0.835], [1.371, 1.776, -0.703], [-0.450, 0.607, -0.829], [-1.362, -1.801, 0.383], [0.501, 1.539, -0.081]],
  "forces_ev_per_a": [[-0.121, 0.086, -0.035], [0.146, -0.186, 0.209], [-0.340, -0.485, 0.229], [0.066, -0.051, 0.257], [-0.014, -0.015, 0.107], [-0.096, 0.124, 0.368], [0.261, 0.148, -0.035], [-0.104, -0.284, 0.142], [0.160, -0.320, -0.481], [-0.086, 0.320, -0.082], [-0.064, 0.117, -0.074], [0.227, 0.030, -0.148], [-0.035, 0.515, -0.457]],
  "max_force_ev_per_a": 0.69,
  "relative_energy_kj_mol": 128.4,
  "orbital_gap_ev": 10.9
}

(3)
{
  "formula": "C4H8O",
  "method": "ωB97M-V/def2-TZVPD",
  "species": ["H", "H", "C", "H", "H", "H", "C", "H", "H", "O", "C", "H", "C"],
  "coordinates": [[0.431, -1.200, -1.094], [2.763, 0.082, -0.446], [-0.400, 0.477, -0.299], [1.202, 1.259, 1.045], [-1.683, -1.008, 0.645], [-2.457, -0.134, -0.670], [-1.750, -0.023, 0.163], [-0.411, 1.419, -0.845], [-2.232, 0.650, 0.898], [1.442, -1.251, -1.125], [1.731, -0.257, -0.333], [0.598, -0.359, 1.448], [0.765, 0.346, 0.614]],
  "forces_ev_per_a": [[1.371, -0.740, -0.551], [-0.272, -0.020, 0.210], [-1.211, 1.357, 1.494], [-0.328, -0.084, -0.279], [0.069, 0.199, -0.057], [0.091, 0.086, 0.126], [-0.083, -0.407, -0.406], [0.054, -0.308, -0.268], [0.289, -0.035, -0.186], [-2.567, -1.582, -0.918], [2.481, 2.141, 1.060], [-0.217, 0.158, 0.003], [0.321, -0.764, -0.229]],
  "max_force_ev_per_a": 3.44,
  "relative_energy_kj_mol": 393.6,
  "orbital_gap_ev": [9.2, 6.2]
}

(4)
{
  "formula": "C4H8O",
  "method": "ωB97M-V/def2-TZVPD",
  "species": ["H", "H", "H", "C", "H", "H", "H", "H", "O", "C", "H", "C", "C"],
  "coordinates": [[0.209, -0.005, 1.381], [-2.066, -0.225, 0.372], [-0.408, 2.548, 0.432], [1.324, -0.673, -0.410], [-1.367, -0.950, -1.082], [1.183, -1.508, -1.099], [-1.268, -1.806, 0.478], [2.215, -0.799, 0.201], [1.388, 0.571, -1.149], [0.084, -0.138, 0.301], [-0.373, 2.707, 1.172], [0.312, 1.103, -0.595], [-1.233, -0.825, -0.002]],
  "forces_ev_per_a": [[0.011, 0.232, -0.267], [0.056, -0.062, -0.038], [0.007, 0.309, 0.541], [0.239, -0.318, 0.111], [-0.008, -0.033, 0.146], [0.048, 0.010, 0.110], [-0.067, 0.054, -0.099], [0.091, -0.111, -0.069], [0.064, 0.088, -0.035], [-0.064, 0.019, -0.006], [-0.210, 0.280, 0.166], [-0.056, -0.410, -0.552], [-0.111, -0.058, -0.007]],
  "max_force_ev_per_a": 0.69,
  "relative_energy_kj_mol": 446.2,
  "orbital_gap_ev": 9.2
}